Entry 1:
# C4H7NO

One molecule with the formula C4H7NO (ωB97M-V/def2-TZVPD, the Open Molecules 2025 dataset).

The highest occupied orbital energy comes out at -0.350 Ha. Its frontier orbital gap is 10.4 eV. The value obtained for the relative energy (zero: lowest compared OMol25 entry of this formula, charge and spin) is 305.9 kJ/mol. Its strongest force on any atom is 2.58 eV/Å. The SMILES is C/N=C1/O[C@@H]1C. As for the charge: 0.

The geometry in XYZ format:
```
13
Properties=species:S:1:pos:R:3:forces:R:3:mulliken_charge:R:1
H 0.42922 -0.98286 1.38648 0.9 0.0 1.0 0.2221
C 1.01902 0.63073 0.34288 -1.8 1.1 -0.7 0.0875
H -1.96767 -0.04552 0.19500 0.5 -0.5 -0.8 0.2675
H 0.74811 1.62277 0.74094 0.5 -0.4 0.0 0.3538
H 2.16827 -1.15834 0.81243 -1.3 1.2 0.9 0.2624
O 1.59631 0.74240 -0.99235 0.9 -0.2 -1.2 -0.4462
H 1.87385 0.01286 2.28114 -1.3 -1.2 -1.9 0.2601
C 1.39612 -0.43990 1.29991 1.7 -0.7 0.5 -0.8304
H -2.37009 -1.16364 -1.28335 0.6 1.1 0.9 0.2495
N -0.64660 0.05389 -1.65247 -0.9 -0.1 0.6 -0.5806
C -1.95785 -0.16786 -0.91658 1.4 -1.8 -0.5 -0.7062
H -2.61731 0.55502 -1.27532 -1.1 1.3 -0.7 0.3166
C 0.32861 0.34043 -0.93871 0.0 0.4 2.0 0.5440
```
Forces are in eV/Å.


Entry 2:
# C5H8S

C5H8S as an isolated structure (ωB97M-V/def2-TZVPD, the Open Molecules 2025 dataset).

The highest occupied orbital energy comes out at -0.306 Ha. Its frontier orbital gap is 9.3 eV. The value obtained for the relative energy (zero: lowest compared OMol25 entry of this formula, charge and spin) is 76.9 kJ/mol. Its strongest force on any atom is 2.83 eV/Å. As for the charge: 0.

The geometry in XYZ format:
```
14
Properties=species:S:1:pos:R:3:forces:R:3:mulliken_charge:R:1
C -0.73274 -0.21957 0.99629 0.2 -0.2 0.2 -0.7914
H -0.52105 -1.06771 1.62229 0.1 -0.3 0.4 0.3148
H 0.37979 1.40636 -1.36711 -0.2 0.2 0.4 0.2929
H 0.91034 -2.11480 -0.33047 -0.4 -1.0 0.1 0.4061
C -0.52725 -0.42496 -0.52862 -0.8 -0.4 0.5 -0.1696
C -0.25651 1.06286 -0.52794 1.3 1.1 -2.3 -0.7262
H -1.28262 -0.81104 -1.23091 0.2 -0.1 0.5 0.3732
H -1.67722 0.23491 1.28053 -0.1 0.1 -0.2 0.2890
C 0.38764 0.85657 0.81069 -0.1 -1.3 0.5 -0.1440
S 1.89140 -0.16107 0.48419 -0.1 1.0 0.6 -0.2246
C 0.83847 -1.09643 -0.62548 -0.2 0.5 -0.6 -0.7607
H 1.18739 -0.97069 -1.62531 0.4 -0.2 -0.8 0.3826
H -1.14344 1.68111 -0.48295 -0.3 0.0 0.1 0.2854
H 0.54580 1.62445 1.52482 0.2 0.7 0.5 0.4726
```
Forces are in eV/Å.


Entry 3:
# C29H22IrO3PS2Te

C29H22IrO3PS2Te as an isolated structure (ωB97M-V/def2-TZVPD, the Open Molecules 2025 dataset).

Its spin multiplicity is 2. The highest occupied orbital energy (spin up / spin down) comes out at -0.384 / -0.389 Ha. Its frontier orbital gap (spin up / spin down) is 4.6 / 5.0 eV. The value obtained for the relative energy (zero: lowest compared OMol25 entry of this formula, charge and spin) is 87.1 kJ/mol. Its strongest force on any atom is 0.41 eV/Å. As for the charge: +1.

The geometry in XYZ format:
```
59
Properties=species:S:1:pos:R:3:forces:R:3:mulliken_charge:R:1
C 0.99529 -4.59643 0.24520 0.1 0.0 0.1 -0.0603
H 2.21785 -6.63718 -2.09461 0.0 0.0 0.0 0.3824
P -1.02742 0.92645 1.31512 -0.1 0.1 0.2 1.6020
C 0.53877 0.04732 -6.29778 0.0 0.0 0.0 -0.6229
C 1.65104 -0.70431 -3.85631 0.1 0.1 0.0 0.5852
C 1.82127 -0.17583 3.97029 0.0 0.0 0.0 -0.7320
C -1.01682 2.46778 0.42032 0.0 0.0 -0.1 0.5531
O 1.59421 -1.86513 -1.73596 0.0 0.1 0.3 -0.3321
Ir 0.04711 -1.18628 -0.81493 0.3 -0.3 0.1 1.1507
S -0.67683 0.03134 -2.49869 0.1 0.3 -0.1 -0.3841
H 0.45813 5.51011 0.27407 0.0 0.0 0.0 0.4389
C -0.21549 0.13146 -5.14037 0.0 0.0 0.0 -0.7562
C 1.82666 -6.89552 0.01464 0.0 0.0 -0.1 -0.3679
C 1.39503 -4.88671 -1.04245 0.0 0.0 0.0 -0.1374
C 0.32967 -0.24996 -3.91474 -0.2 -0.1 0.0 1.0186
C 2.94576 0.54235 1.96127 0.0 0.0 0.0 -0.8299
S 1.20740 -5.95953 1.28295 -0.1 0.1 0.0 -0.0822
H -2.81593 3.97582 -2.02094 0.0 0.0 0.0 0.4411
H -1.24425 5.80713 -1.48814 0.0 0.0 0.0 0.4200
C -3.45855 2.14319 4.30928 0.0 0.0 0.0 -0.7331
C -0.22483 4.70521 0.03869 0.0 0.0 0.0 -0.8136
C -2.47189 2.11206 3.33974 0.0 0.0 0.0 -0.2756
C -3.17812 -0.11015 2.69711 0.0 0.0 0.0 -0.2838
C 2.40720 -0.75502 -5.02013 0.0 0.0 0.0 -0.7445
H 3.85517 0.67690 1.39152 0.0 0.0 0.0 0.4521
C -0.13988 3.50541 0.72937 0.0 0.0 0.0 -0.0104
H -1.82008 2.96743 3.20360 0.0 0.0 0.0 0.4068
H -0.31498 0.01846 3.97935 0.0 0.0 0.0 0.3704
H -3.57350 3.01835 4.93416 0.0 0.0 0.0 0.4269
C -1.18216 4.86993 -0.95112 0.0 0.0 0.0 -0.4521
H 3.43680 -1.07951 -4.95272 0.0 0.0 0.0 0.4764
H -4.83526 -0.91158 3.79282 0.0 0.0 0.0 0.4257
C 2.98997 0.00498 3.24213 0.0 0.0 0.0 -0.5693
H 1.86176 -0.58423 4.97105 0.0 0.0 0.0 0.4444
O -1.33669 -0.27282 0.39422 0.0 -0.1 -0.1 -0.8576
H -2.67814 1.83912 -0.79898 0.0 0.0 0.0 0.4910
O 3.47758 -0.86788 -2.35200 0.0 0.0 0.0 -0.5289
C 1.72832 0.89292 1.40494 0.0 0.0 0.0 -0.2477
C 1.85223 -0.39722 -6.23902 0.0 0.0 0.0 -0.5651
H 0.60751 3.38231 1.50275 0.0 0.0 0.0 0.4562
C -1.98880 2.64219 -0.56744 0.0 0.0 0.0 -0.6132
Te 0.20234 -2.87791 1.01468 -0.2 0.0 -0.1 0.3665
H -3.06787 -0.97801 2.06005 0.0 0.0 0.0 0.4319
H -5.07982 1.08240 5.22650 0.0 0.0 0.0 0.4043
C -2.32914 0.98105 2.53614 0.0 0.0 0.0 -0.1116
C -4.16887 -0.06899 3.66752 0.0 0.0 0.0 -0.6920
H 2.12991 -7.91549 0.19094 0.0 0.0 0.0 0.3936
C 0.59702 0.16739 3.41437 0.0 0.0 0.0 -0.5635
C -4.30542 1.05282 4.47158 0.0 0.0 0.0 -0.4546
H 1.69827 1.31021 0.40489 0.0 0.0 0.0 0.5077
C 2.32756 -1.10773 -2.58644 -0.1 -0.1 -0.1 0.2250
H 0.10339 0.33854 -7.24401 0.0 0.0 0.0 0.3866
H 3.94212 -0.26987 3.67653 0.0 0.0 0.0 0.4250
C 0.54693 0.69836 2.12607 0.0 0.0 0.1 0.3377
H 2.44722 -0.45697 -7.14004 0.0 0.0 0.0 0.4071
H 1.34432 -4.17535 -1.85000 0.0 0.0 0.0 0.4611
C 1.86483 -6.20688 -1.16963 0.0 -0.1 0.0 -0.6993
H -1.23181 0.50260 -5.17417 0.0 0.0 0.0 0.4559
C -2.06610 3.84093 -1.25327 0.0 0.0 0.0 -0.8237
```
Forces are in eV/Å.


Entry 4:
# C21H14F3N5

One molecule with the formula C21H14F3N5 (ωB97M-V/def2-TZVPD, the Open Molecules 2025 dataset).

The highest occupied orbital energy comes out at -0.316 Ha. Its frontier orbital gap is 7.5 eV. The value obtained for the relative energy (zero: lowest compared OMol25 entry of this formula, charge and spin) is 220.3 kJ/mol. Its strongest force on any atom is 6.10 eV/Å. The SMILES is Cn1cc(-c2cc(C#N)nc3cc(Cc4ccnc(C(F)(F)F)c4)ccc23)cn1. As for the charge: 0.

The geometry in XYZ format:
```
43
Properties=species:S:1:pos:R:3:forces:R:3:mulliken_charge:R:1
N 1.77304 -5.04526 2.44807 2.7 -1.0 -0.2 -0.9646
H -0.29977 -1.95947 2.04572 -0.5 0.8 -0.8 0.2789
C -2.74602 4.00716 -0.58930 0.0 1.3 -0.9 -0.2347
N 2.93533 -4.92942 1.72552 1.6 -0.5 -0.7 0.6716
N -0.95148 5.60390 -0.46742 -1.8 0.8 -1.3 -0.5911
C -0.88052 3.56968 0.74754 0.0 -0.7 -0.7 -0.4509
C 1.32803 -1.63682 -2.55171 -1.2 1.3 3.0 -0.0449
C 1.24123 -2.45777 -0.13914 0.1 1.0 -3.3 0.7872
C -3.10819 6.28902 -1.59631 2.6 1.1 -1.6 0.9018
H 4.99322 -5.01234 1.53503 -0.7 -0.7 0.1 0.2530
H -0.40202 2.94928 1.44833 0.9 -0.6 0.8 0.5099
H -0.06403 -4.03562 2.03320 1.4 -0.3 0.7 0.4233
C -1.51435 -0.27416 1.38268 1.0 -1.3 2.2 -0.8873
H 4.25909 -6.61540 1.74806 -0.2 -0.9 -0.3 0.3056
C -2.72986 1.78192 0.46926 0.5 -0.3 0.6 -1.2667
C 1.82114 -2.39775 -1.50486 1.1 -3.2 3.3 -0.4164
H 3.66351 -3.59619 0.01934 -1.0 -1.3 1.2 0.2470
F -3.61804 5.79475 -2.78184 -0.3 0.1 1.9 -0.2497
N 0.40235 -0.75177 -2.24859 -0.1 1.0 -3.0 -0.6470
N 2.31917 -1.91836 -4.94700 -1.7 0.7 4.2 -0.5151
H -1.89763 -0.04333 2.41005 0.2 -0.8 -1.0 0.2845
C 2.82941 -4.00501 0.67654 5.5 -2.0 1.7 -0.2224
F -3.98927 6.69617 -0.71514 -1.7 -0.4 0.1 -0.2233
C -1.78676 0.62232 0.39722 1.9 -0.9 -2.9 0.2967
H -3.24166 1.91669 1.43312 0.3 -0.5 0.0 0.4662
C -2.17551 5.27910 -0.89306 -0.2 -1.5 0.6 -0.0793
C 1.68791 -3.45189 0.86978 -4.2 3.1 -2.1 0.1627
H -1.12068 1.04978 -1.65671 -0.4 -0.6 0.7 0.3659
F -2.50521 7.45259 -1.99727 0.3 -1.0 0.3 -0.2788
C -0.31772 4.76027 0.33011 0.5 0.8 -0.2 -0.3891
C 0.20350 -1.49344 0.02151 -0.8 -0.4 0.6 1.1159
H -3.49640 1.53117 -0.24222 -0.5 0.5 -0.5 0.3740
H -3.74219 3.75060 -0.93006 0.0 0.1 -0.3 0.3282
C 4.19791 -5.60085 2.05702 0.8 1.8 0.0 -0.8021
C -0.57821 -1.31388 1.17015 0.2 -0.2 2.6 -0.5710
H 2.65598 -3.11747 -1.73174 -1.0 0.8 0.2 0.3038
H 0.67629 5.20416 0.53934 -0.5 -1.1 0.7 0.4001
H 4.51862 -5.50430 3.10191 -0.8 -0.1 0.0 0.3063
C -2.06085 3.08317 0.16940 -0.1 1.8 0.0 0.5630
C 1.05023 -4.14226 1.92306 -4.4 2.0 -1.3 -0.2432
C 1.86396 -1.74639 -3.86198 1.8 -0.7 -4.9 -0.0769
C -0.14193 -0.62153 -1.04411 2.1 -2.9 0.7 -0.3496
C -1.05162 0.32894 -0.80349 -3.4 5.0 -0.2 0.1587
```
Forces are in eV/Å.